C3H7O2S | ωB97M-V with the def2-TZVPD basis set

The geometry in XYZ format:
```
13
Properties=species:S:1:pos:R:3:lowdin_charge:R:1
S -0.03 -1.57 -1.21 0.6335
O -0.74 1.52 1.90 0.0677
O 0.76 2.14 -3.13 -0.0530
C -0.88 0.61 1.13 -0.3000
C -0.57 -0.82 1.40 -0.2525
C 0.53 -1.24 0.47 -0.6273
H 0.92 -2.23 0.75 0.0760
H 0.13 1.47 -2.87 0.0057
H 1.36 -0.55 0.41 0.0711
H -1.21 0.88 0.10 0.1216
H -0.33 -0.97 2.45 0.1184
H -1.48 -1.37 1.16 0.1087
H 1.53 2.14 -2.56 0.0300
```

Output
Frontier orbital gap (spin up / spin down), eV: 10.369 / 7.008
2S+1: 2
Energy relative to the best compared isomer or geometry (same formula, charge and spin), kcal per mole: 14.75
HOMO level (spin up / spin down), eV: -9.81 / -9.48
Molecular weight, g/mol: 107.2

C21H49N4O8P2 | ωB97M-V with the def2-TZVPD basis set

The geometry in XYZ format:
```
84
Properties=species:S:1:pos:R:3:lowdin_charge:R:1
P -4.72 -0.57 -2.70 0.7690
P -1.40 -4.62 2.79 0.7104
O -1.56 -3.84 1.34 -0.3059
O -3.71 -1.67 -2.46 -0.2338
O -2.12 -6.02 2.19 -0.2896
O -5.28 -1.35 -4.10 -0.3061
O -2.50 -4.25 3.75 -0.2245
O -0.28 -3.47 3.33 -0.3000
O -4.15 0.27 -1.32 -0.3360
O -6.14 -0.90 -1.93 -0.3108
N 2.32 -1.02 2.04 0.2162
N 3.72 0.38 3.31 0.1519
N 2.04 1.36 2.20 0.2408
N 3.76 1.71 3.57 0.1214
C 4.69 4.31 -0.13 -0.1798
C 2.61 2.09 -2.73 -0.1771
C -0.88 -4.34 0.19 -0.1080
C -0.25 1.98 -0.39 -0.1144
C 3.33 0.74 -2.46 -0.2074
C 3.03 3.27 -1.77 -0.1933
C -0.63 -2.10 3.19 -0.1437
C 4.21 2.96 -0.81 -0.1934
C -7.34 -0.23 -2.33 -0.1076
C -0.76 0.71 -1.14 -0.2200
C 4.61 4.17 1.45 -0.1920
C 1.33 -0.72 -1.82 -0.1816
C -3.31 -5.92 1.42 -0.1076
C -4.26 -0.36 -0.06 -0.1369
C 2.67 -0.07 -1.28 -0.1995
C 3.17 4.59 1.87 -0.1680
C 2.55 3.77 3.05 -0.0839
C -5.92 -2.61 -3.99 -0.1188
C 2.74 2.27 2.89 -0.2700
C 0.11 -0.56 -0.84 -0.1985
C 2.68 0.18 2.48 -0.3612
H 1.46 3.95 3.04 0.1336
H -3.64 0.20 0.64 0.0862
H -6.99 -2.48 -4.18 0.0842
H -1.60 -4.44 -0.62 0.0933
H -3.99 -6.69 1.77 0.1013
H 4.43 0.81 -2.36 0.0975
H -5.77 -3.08 -3.03 0.0876
H -3.92 -1.40 -0.09 0.0851
H -5.29 -0.32 0.31 0.0847
H 2.74 2.39 -3.78 0.1118
H -0.11 -3.63 -0.11 0.0701
H -1.82 0.50 -0.87 0.0798
H 1.52 1.89 -2.61 0.0884
H 2.14 3.65 -1.23 0.0891
H -0.52 -1.79 2.15 0.0628
H -5.52 -3.25 -4.78 0.0993
H 3.24 5.64 2.24 0.1231
H 0.06 -1.52 3.80 0.0785
H -0.50 2.93 -0.91 0.0757
H 5.69 4.64 -0.46 0.1094
H -0.58 -1.42 -0.96 0.0984
H 4.90 3.15 1.75 0.0871
H 1.84 -1.08 1.15 0.0827
H 5.06 2.63 -1.44 0.1087
H -0.73 0.91 -2.24 0.1059
H 2.47 4.63 1.02 0.1084
H 3.16 0.11 -3.36 0.1110
H 0.85 1.97 -0.25 0.0263
H -8.11 -0.97 -2.51 0.0881
H -7.67 0.44 -1.53 0.0899
H -3.79 -4.95 1.50 0.0908
H 2.50 0.60 -0.42 0.0592
H 4.36 -0.31 3.69 0.1939
H 4.42 2.18 4.17 0.1928
H 1.03 -0.32 -2.80 0.1065
H 3.96 5.09 -0.44 0.1005
H 3.95 2.21 -0.03 0.0875
H -0.68 2.00 0.63 0.0701
H -0.42 -5.31 0.38 0.0872
H 3.00 4.08 4.01 0.1249
H 0.44 -0.54 0.22 0.0657
H -1.65 -1.90 3.53 0.0934
H -3.08 -6.12 0.37 0.0840
H -7.19 0.35 -3.25 0.0844
H 3.37 4.11 -2.42 0.1135
H 5.34 4.90 1.85 0.1094
H 2.45 -1.85 2.59 0.1348
H 1.46 -1.81 -1.96 0.1060
H 3.36 -0.90 -1.00 0.1070
```

Output
Frontier orbital gap, eV: 6.661
Charge: +1
HOMO level, eV: -11.26
Molecular weight, g/mol: 547.6